[1]
The following is a DFT calculation (ωB97M-V with the def2-TZVPD basis set) of 3 unconnected molecules or ions with the total composition C16H41O4P2.

Spin multiplicity: 1
Charge: -1
Lowest unoccupied orbital energy (eV): 2.4
E (eV): -44022.3989
Max |F| (eV/A): 0.55

Structure (XYZ):
```
63
C16H41O4P2 | OMol25 | ωB97M-V with the def2-TZVPD basis set
P 2.57892 -1.53454 1.39396
P 2.72673 -3.54016 0.29571
O -1.76843 1.48092 -1.70247
O -3.41352 0.32466 -2.58889
O -0.85035 -0.28567 3.29673
O 0.40953 0.03940 -4.00395
C 2.48242 0.16326 2.25745
C -1.40190 2.65717 -0.95851
C -2.61550 -1.08995 4.75274
C 0.74611 3.12970 0.31695
C -0.00897 0.80496 -5.12343
C 2.29734 -4.63747 1.71639
C 2.30643 1.31697 1.26408
C 0.88301 1.88521 1.21572
C -1.91371 -1.22099 3.40836
C 0.10769 2.85217 -1.05171
C -2.88415 -1.08263 2.24351
C -3.02079 1.01632 -1.67818
C 4.55830 -3.81665 0.32653
C -1.10052 0.08608 -5.90375
C -3.88504 1.34883 -0.49283
C -0.45518 2.18974 -4.68586
H -1.70844 2.56550 0.08647
H -1.98594 -0.03927 -5.27451
H -4.57324 0.50777 -0.37383
H -1.89687 -1.20258 5.56423
H -1.42485 -2.19452 3.35033
H 2.56012 0.94184 0.25644
H 4.84497 -4.47318 -0.50207
H -3.68813 -1.81905 2.29967
H 0.16536 3.90699 0.83783
H 3.48961 -2.06041 2.45879
H -1.32480 2.09931 -4.03159
H -1.38963 0.64937 -6.79375
H 2.79570 -5.60771 1.60948
H -3.07739 -0.10137 4.84294
H -2.35761 -1.21001 1.29720
H -3.32498 1.48374 0.43281
H 2.57081 -4.19114 2.68372
H -1.93944 3.50613 -1.39808
H 1.67129 -1.04826 0.32728
H 1.21595 -4.81197 1.69650
H 3.75406 -1.04797 0.60492
H -0.33204 -0.03700 -3.39062
H 3.41856 0.28480 2.81849
H 0.57339 2.14238 2.23956
H 1.65857 0.12813 2.98291
H -1.21295 0.60398 3.36956
H 0.20510 1.08534 0.88212
H 0.34783 3.63594 -1.77507
H 2.99739 2.14252 1.49117
H -4.46216 2.25374 -0.70238
H -0.72648 2.81709 -5.53821
H -3.33386 -0.08411 2.25359
H 5.05926 -2.84739 0.19207
H 1.73935 3.56918 0.15505
H 0.88494 0.88831 -5.74611
H -3.39802 -1.84214 4.87027
H -0.75939 -0.90296 -6.21035
H 4.91654 -4.26136 1.26367
H 0.51591 1.90653 -1.43349
H 0.33679 2.68503 -4.12367
H 1.41628 -2.10854 2.12809
```

---

[2]
The following is a DFT calculation (ωB97M-V with the def2-TZVPD basis set) of a molecular structure, C16H42Cl2InN12O19.

Spin multiplicity: 1
Charge: -1
Lowest unoccupied orbital energy (eV): 1.5
E (eV): -104252.7908
Max |F| (eV/A): 0.80

Structure (XYZ):
```
92
C16H42Cl2InN12O19 | OMol25 | ωB97M-V with the def2-TZVPD basis set
In -1.34420 0.40936 -1.37391
Cl -1.20731 4.07901 -4.58596
Cl -0.03613 3.58012 -1.73891
O 5.97201 1.54880 0.89813
O 1.57075 -9.65028 -2.24711
O -2.19091 -5.02161 -2.16782
O -3.67474 10.02895 4.26045
O 3.14742 4.10912 2.22251
O -1.56422 3.92272 4.10191
O 0.46849 -0.12250 -0.27250
O -5.44760 -4.57009 -4.30164
O 1.05409 -4.35866 -0.72197
O 0.68645 -3.87131 1.33987
O 7.33252 -3.01720 -0.25341
O -2.79735 8.44022 5.41705
O 1.26188 3.99844 1.21113
O -3.94594 -6.10912 -4.43329
O 2.27593 -7.76156 -2.99733
O 2.30296 0.50353 0.51870
O 6.91693 0.79600 2.67208
O -2.13706 5.67897 3.00227
O 7.10179 -3.29152 1.86868
N 1.29499 -3.74475 0.29965
N 1.76663 -8.45417 -2.14608
N 1.37808 0.79107 -0.22061
N 5.94452 1.19246 2.05723
N 2.47117 3.96757 1.21595
N -3.62615 8.88150 4.64942
N -1.43115 0.65697 2.16034
N -3.59731 1.52418 2.33177
N -1.36715 5.04575 3.70139
N 7.56811 -2.72889 0.90000
N -1.85184 2.71952 1.07260
N -5.05263 -5.65746 -4.64960
C 3.18158 3.74948 -0.07250
C -6.00771 -6.51003 -5.40939
C -1.92521 -3.81713 -2.87530
C -1.44275 2.54991 -3.73692
C -1.65723 -1.30801 -2.69619
C 2.42292 -2.77866 0.25257
C -1.98900 -2.60876 -1.94586
C 1.34829 -7.81446 -0.86868
C -0.08449 5.68809 4.09032
C -4.66034 7.93079 4.15798
C -2.25961 1.55628 -4.53553
C 8.50283 -1.59619 1.13340
C 4.64893 1.24740 2.78465
C -2.91903 0.71983 0.13273
C -2.44351 1.41392 1.42516
C -0.95667 2.30992 -2.51343
H 0.28194 -7.98364 -0.75767
H -2.43443 1.93482 -5.54470
H 4.78782 1.91960 3.62596
H -0.05931 6.68004 3.65586
H -6.28824 -5.95926 -6.30183
H -5.32341 8.46584 3.48949
H -1.32627 -2.77671 -1.08962
H 3.31199 -3.34275 -0.01150
H -3.26717 1.91365 3.20977
H 8.60640 -1.45704 2.20191
H 4.42316 0.24246 3.12765
H -2.66140 -3.66620 -3.67857
H -0.97143 2.87020 1.54916
H -4.13680 7.12493 3.64868
H -0.50078 0.95991 1.91112
H -0.06511 5.72242 5.17553
H -1.72446 0.60977 -4.62582
H -5.51344 -7.44321 -5.64964
H 0.71236 5.05678 3.70946
H 3.88965 1.60607 2.10682
H 1.57479 -6.75604 -0.90580
H -2.65705 -5.63077 -2.74772
H 2.50774 -2.30809 1.22358
H -3.01948 -2.54792 -1.57198
H 3.78235 2.85120 0.03725
H 8.07397 -0.71577 0.66400
H -3.43590 -0.20292 0.41723
H -2.46839 3.47111 1.35553
H 1.89512 -8.31422 -0.07460
H 2.18426 -2.04318 -0.50918
H -0.93277 -3.85860 -3.34976
H -4.28937 2.15435 1.94032
H -3.23772 1.38056 -4.07618
H -3.64623 1.38543 -0.35461
H -5.18473 7.55127 5.02953
H -0.75161 -1.46041 -3.30279
H -6.87385 -6.66289 -4.77304
H 2.43450 3.63125 -0.84831
H -1.48957 -0.32907 1.94041
H -2.46960 -1.07903 -3.39325
H 3.81474 4.61835 -0.23015
H 9.44563 -1.85978 0.66348
```

---

[3]
The following is a DFT calculation (ωB97M-V with the def2-TZVPD basis set) of 9 unconnected molecules or ions with the total composition C16H42Cl8O7S7 at a distorted geometry.

Spin multiplicity: 1
Lowest unoccupied orbital energy (eV): -0.1
E (eV): -207624.8586
Max |F| (eV/A): 1.69

Structure (XYZ):
```
80
C16H42Cl8O7S7 | OMol25 | ωB97M-V with the def2-TZVPD basis set
Cl -3.02297 2.20412 -2.34360
Cl -1.76177 2.30427 -4.96747
Cl 4.07730 2.36774 3.45983
Cl -0.31881 3.03509 -2.54135
Cl -0.99298 0.28540 -3.06469
Cl 6.32406 1.90212 1.67935
Cl 3.75241 2.50205 0.57754
Cl 4.23598 -0.05864 1.89051
S -2.25963 -2.04802 3.90833
S -0.16248 -0.39366 0.58039
S -3.46957 -3.71654 -2.02759
S 0.42854 6.58023 0.31010
S -2.41922 1.85653 2.38900
S 2.60628 -4.69379 0.28742
S 3.00577 1.27723 -3.11371
O -4.37304 -4.25171 -0.98691
O 0.15567 7.04596 -1.04736
O -1.51145 2.88103 2.97116
O 2.43076 1.28232 -1.73931
O -1.43272 0.04048 -0.10357
O -3.11032 -2.92650 4.72750
O 1.46037 -3.79427 0.59396
C 2.71666 -4.72372 -1.50214
C 0.06591 4.84891 0.30180
C 4.59888 1.68702 1.89100
C 4.36237 2.43707 -2.99216
C 4.00907 -0.18438 -3.18573
C -2.02652 -4.76680 -2.01992
C -1.03989 -3.12411 3.16810
C -1.54038 1.96086 -3.25023
C -2.63074 -2.28757 -1.39161
C -3.27818 -1.71326 2.45505
C -2.90387 2.54048 0.80653
C 0.84577 -1.05956 -0.74592
C -3.94681 2.06307 3.30568
C -0.99211 7.02225 1.31394
C 1.96526 -6.35482 0.58835
C 0.67718 1.18464 0.58260
H 5.09039 2.05798 -2.28164
H -0.22823 -3.15290 3.89611
H -0.95710 4.67921 -0.03313
H -4.83418 1.91484 2.68464
H -1.72052 -4.95538 -0.99129
H -3.80400 2.10589 0.38074
H -4.24750 -1.30614 2.71508
H 1.19899 -6.22304 1.34551
H -0.60239 -2.71601 2.25770
H -2.26077 -2.36929 -0.37170
H -3.23407 -1.38738 -1.46249
H 3.39149 -1.05262 -3.40236
H -3.93688 1.37702 4.14412
H -0.98044 8.09267 1.50748
H 1.75672 0.98708 0.60504
H -2.06338 2.37466 0.14545
H -1.89040 6.78391 0.74499
H 1.71856 -4.75006 -1.94040
H 4.79795 2.56375 -3.98738
H 4.54530 -0.23466 -2.24170
H 1.87893 -1.04811 -0.39615
H 3.31063 -5.55385 -1.87753
H 0.76097 -0.36693 -1.58629
H -3.05468 3.59763 1.04019
H 3.94357 3.39548 -2.70116
H 0.53202 1.59539 -0.41839
H 4.68911 -0.11862 -4.04160
H 3.17782 -3.76077 -1.72405
H 0.39691 1.80956 1.42372
H -2.16036 -5.63880 -2.64995
H 0.61492 -2.08182 -1.02348
H 0.75167 4.35219 -0.38540
H -3.98647 3.11871 3.57883
H -0.94335 6.46518 2.24864
H -1.18984 -4.21275 -2.47387
H -2.76244 -1.13488 1.68620
H 1.46374 -6.71862 -0.31485
H 0.21327 4.35329 1.26445
H 2.74256 -7.07720 0.82158
H -3.40647 -2.72577 2.05369
H -1.47828 -4.10933 3.03261
H -1.75853 -2.14103 -2.03681
```